Record 1
81
Properties=species:S:1:pos:R:3:lowdin_charge:R:1 method="wB97M-V/def2-TZVPD" orbital_gap_ev=3.093 relative_energy_kcal_mol=14.8 charge=+3
Sn -0.63018 -0.24333 0.62872 1.616
C 0.04314 3.72428 -0.64050 0.005
C -0.07424 3.91135 0.83393 -0.249
C 0.01755 5.16629 1.44108 0.049
C -0.04569 5.26190 2.81036 0.032
C -0.19011 4.09673 3.57480 -0.172
C -0.19900 4.07287 5.01672 -0.519
Br -0.10493 5.63158 5.96574 1.108
C -0.26187 2.86725 5.75954 -0.134
C -0.35099 1.67460 5.13088 -0.554
Br -0.35779 0.10539 6.07940 1.042
C -0.41653 1.58389 3.63111 -0.303
O -0.52693 0.51253 3.09884 -0.045
C -0.29703 2.88146 2.88206 -0.134
N -0.25551 2.79844 1.57260 0.157
H 0.20018 4.66357 -1.16353 0.097
H -0.86255 3.24994 -1.02500 0.084
H 0.88305 3.05962 -0.84929 0.100
H 0.15619 6.05157 0.83494 0.141
H 0.03755 6.22503 3.29648 0.108
H -0.23343 2.90033 6.84071 0.122
C 5.35813 0.23192 -0.52122 -0.029
O 4.82606 -0.84626 -1.28798 -0.087
C 5.56678 -1.43827 -2.25887 -0.221
C 6.94836 -1.34995 -2.37578 0.011
C 7.61480 -2.01061 -3.39680 -0.040
C 6.91572 -2.74103 -4.34157 -0.056
C 5.54017 -2.80890 -4.25327 -0.007
C 4.86548 -2.18716 -3.21058 -0.169
N 3.43209 -2.20938 -3.23277 0.153
C 2.57145 -2.31327 -2.25459 0.035
C 2.77408 -2.85072 -0.96366 -0.135
C 3.82880 -3.74945 -0.67137 0.001
C 3.92022 -4.36010 0.54436 -0.049
C 2.97886 -4.04951 1.53914 -0.034
C 1.94379 -3.18427 1.28492 -0.015
C 1.80348 -2.55201 0.03247 -0.347
O 0.83658 -1.68841 -0.19242 -0.355
H 6.43628 0.19047 -0.41742 0.080
H 4.90294 0.16051 0.46274 0.094
H 5.08093 1.17798 -0.98872 0.100
H 7.52149 -0.76404 -1.67438 0.111
H 8.69362 -1.94580 -3.44894 0.123
H 7.43867 -3.25091 -5.13850 0.120
H 4.97509 -3.37198 -4.98889 0.128
H 3.04475 -2.06254 -4.15450 0.174
H 1.55881 -2.00743 -2.49597 0.149
H 4.54531 -3.99174 -1.44613 0.128
H 4.70086 -5.08229 0.73786 0.120
H 3.06725 -4.50748 2.51667 0.121
H 1.20021 -2.95407 2.03967 0.109
C -4.83839 4.29644 0.51787 -0.043
O -4.80217 2.86809 0.51008 -0.092
C -4.50742 2.24744 -0.66595 -0.228
C -3.98684 2.87258 -1.78826 -0.012
C -3.72432 2.12222 -2.92947 -0.052
C -3.99735 0.76470 -2.96137 -0.054
C -4.52498 0.14006 -1.84286 0.000
C -4.77230 0.87582 -0.69828 -0.157
N -5.43376 0.34748 0.44588 0.164
C -5.50920 -0.86918 0.91156 0.043
C -4.71920 -2.00895 0.61799 -0.137
C -5.33568 -3.27130 0.83364 -0.009
C -4.66747 -4.43969 0.62185 -0.052
C -3.33191 -4.38926 0.20060 -0.024
C -2.69246 -3.18283 0.03730 -0.011
C -3.34318 -1.95732 0.26787 -0.352
O -2.67320 -0.81961 0.23289 -0.334
H -5.47896 4.67433 -0.27897 0.110
H -3.83275 4.71255 0.41303 0.087
H -5.24978 4.58075 1.48077 0.100
H -3.80575 3.93899 -1.78716 0.113
H -3.31899 2.61250 -3.80547 0.119
H -3.83962 0.19764 -3.86850 0.118
H -4.78438 -0.91056 -1.87377 0.133
H -5.97470 1.05303 0.93267 0.171
H -6.30438 -1.01332 1.63699 0.159
H -6.37811 -3.29037 1.13142 0.129
H -5.15467 -5.39057 0.78546 0.122
H -2.79049 -5.30897 0.01859 0.125
H -1.64957 -3.13119 -0.25945 0.104


Record 2
89
Properties=species:S:1:pos:R:3:lowdin_charge:R:1 method="wB97M-V/def2-TZVPD" multiplicity=3 orbital_gap_ev="6.923 / 6.978" relative_energy_kcal_mol=444.1
W -0.94360 0.45170 -0.62901 1.576
S -2.66645 2.31755 -0.38042 0.702
C -3.49935 0.90104 0.12477 -1.069
N -2.96233 -0.22657 -0.30269 -0.181
C -3.49385 -1.33524 0.36292 -0.295
C -3.04751 -2.64857 0.29101 -0.059
C -3.65184 -3.60400 1.08430 -0.064
C -4.71282 -3.27120 1.92546 -0.071
C -5.16991 -1.96977 2.00538 -0.077
C -4.53498 -1.00654 1.23377 -0.441
S -4.80610 0.72107 1.22984 1.088
H -2.23139 -2.90684 -0.36636 0.081
H -3.27975 -4.61893 1.05507 0.106
H -5.17666 -4.03295 2.53720 0.106
H -5.97145 -1.69147 2.67596 0.110
C -3.24449 0.05213 -3.29500 -0.172
Si -2.16592 -1.48835 -3.19814 0.480
C -1.33854 -1.63649 -4.88532 -0.166
C -3.36014 -2.92695 -2.92503 -0.169
N -0.87898 -1.39425 -1.90001 -0.139
C 0.12477 -2.44454 -1.90542 -0.173
C 0.01249 -3.61278 -2.68815 -0.065
C 1.05083 -4.49688 -2.81508 -0.035
C 2.28423 -4.25182 -2.17071 -0.068
C 2.37335 -3.19294 -1.33120 -0.006
C 1.28979 -2.36624 -0.93744 -0.401
O 0.52744 -0.43562 -0.11136 -0.463
C 2.41129 -1.32137 0.79148 -0.523
C 3.02880 -1.98417 2.01071 -0.514
C 4.50036 -2.13303 2.08031 -0.124
C 5.29207 -1.28247 1.42565 -0.090
C 4.68475 -0.25613 0.60745 -0.095
C 3.37287 -0.28161 0.35441 -0.051
H -3.17137 0.48008 -4.29591 0.039
H -2.98481 0.84147 -2.59618 -0.047
H -4.28929 -0.21349 -3.12326 0.042
H -2.05699 -2.03516 -5.60620 0.037
H -0.45690 -2.27569 -4.89400 0.022
H -1.03257 -0.65156 -5.23609 0.025
H -3.95321 -3.02811 -3.83829 0.039
H -4.04898 -2.73344 -2.10388 0.021
H -2.89610 -3.89518 -2.73560 0.025
H -0.92060 -3.79876 -3.19508 0.074
H 0.93890 -5.37791 -3.43326 0.116
H 3.13260 -4.89822 -2.33661 0.108
H 3.27223 -2.96592 -0.76273 0.128
H 2.48755 -2.90252 2.22822 0.093
H 4.87717 -2.92683 2.71006 0.109
H 6.37076 -1.35422 1.47018 0.105
H 5.30068 0.52590 0.18490 0.102
H 2.92696 0.45858 -0.30855 0.111
O 0.30328 1.81317 0.49114 -0.631
S 0.72471 3.28284 0.42570 1.108
C -0.15786 4.01807 1.79359 -0.378
C -0.00275 5.38062 2.00568 -0.074
C -0.65649 5.96802 3.07523 -0.071
C -1.46514 5.19670 3.90194 -0.071
C -1.62236 3.83885 3.66453 -0.051
C -0.96486 3.23543 2.60115 -0.078
C 2.34015 3.23258 1.17540 -0.364
C 2.52674 2.54976 2.36836 -0.070
C 3.80867 2.43057 2.87377 -0.073
C 4.87741 3.01180 2.20129 -0.070
C 4.67455 3.70739 1.01824 -0.074
C 3.39642 3.81175 0.48844 -0.073
H 0.62330 5.96463 1.34121 0.116
H -0.53043 7.02478 3.26778 0.107
H -1.97861 5.66007 4.73390 0.106
H -2.25042 3.24220 4.31194 0.113
H -1.07170 2.17455 2.40112 0.097
H 1.68365 2.10292 2.87897 0.109
H 3.97114 1.87762 3.78818 0.100
H 5.87774 2.91473 2.60256 0.109
H 5.51104 4.15883 0.50189 0.107
H 3.21332 4.32719 -0.44621 0.114
Cl 2.50792 -0.82374 3.37954 0.647
C 0.33963 -2.26522 1.14015 -0.825
Cl -0.03546 -3.95849 1.24823 0.787
Cl 1.10907 -1.52422 0.21712 0.825
C -0.61286 -1.50386 2.14219 -0.586
O -0.87476 -1.95745 3.21394 0.069
O -1.15539 -0.35832 1.57538 -0.195
F 0.10813 0.68008 -3.50069 0.014
C -0.10118 1.48681 -2.40507 -0.425
F 1.22579 1.77551 -2.00225 -0.043
C -0.55393 2.83336 -3.00403 -0.621
F -1.74478 2.73811 -3.60221 0.139
F 0.31272 3.30526 -3.90548 0.161
F -0.66939 3.77232 -2.04463 0.060


Record 3
82
Properties=species:S:1:pos:R:3:lowdin_charge:R:1 method="wB97M-V/def2-TZVPD" multiplicity=4 orbital_gap_ev="6.197 / 6.956" charge=+2
Cr -0.55700 -0.72628 0.52459 0.691
C -4.23529 -2.34332 2.98466 -0.040
C -2.96616 -1.92986 3.74223 -0.355
C -2.07584 -3.14676 3.99093 -0.063
C -2.25623 -0.76554 3.09964 -0.185
C -2.97069 0.38244 2.72855 0.028
C -2.32483 1.55465 2.36878 0.000
C -0.93028 1.64372 2.35781 -0.296
C -0.25419 2.96978 2.24459 -0.025
C -0.19423 0.46771 2.60264 -0.134
C -0.85374 -0.72246 2.97080 -0.104
H -4.66924 -3.21470 3.46667 0.093
H -4.00711 -2.60251 1.95321 0.062
H -4.98741 -1.56042 2.99138 0.077
H -3.29311 -1.56040 4.72541 0.161
H -1.69649 -3.55480 3.05600 0.064
H -2.65633 -3.91952 4.48608 0.092
H -1.24464 -2.90737 4.64930 0.081
H -4.04546 0.39448 2.83350 0.129
H -2.90835 2.44838 2.19592 0.136
H -0.39679 3.50225 3.18605 0.115
H -0.68874 3.58985 1.46143 0.076
H 0.81935 2.87872 2.08164 0.069
H 0.87721 0.55803 2.77758 0.131
H -0.26938 -1.52173 3.41273 0.116
N -3.41278 -0.52345 -2.64894 0.241
C -2.76570 -1.06279 -1.61544 -0.485
O -1.82206 -0.37816 -1.05637 -0.231
C -3.08978 -2.37944 -1.16518 -0.183
C -2.35379 -2.69035 -0.05391 -0.112
N -1.59427 -2.53836 0.81762 0.150
C -4.03980 -3.20080 -1.79673 -0.195
N -4.79150 -3.86828 -2.34558 0.200
H -3.20579 0.42433 -2.92847 0.136
H -4.17255 -1.01419 -3.09728 0.134
F 3.09300 -0.28065 -6.22358 0.116
C 2.57412 0.03765 -5.04462 -0.258
C 3.23580 -0.35591 -3.88995 0.019
C 2.69693 -0.01215 -2.66381 -0.144
C 1.51206 0.72086 -2.59704 -0.421
C 0.84994 1.08310 -3.76803 -0.139
C 1.38158 0.74826 -5.00009 0.022
Sb 0.69221 1.28067 -0.69420 1.650
C 2.51452 1.84967 0.28617 -0.367
C 3.27270 0.83035 0.85431 -0.142
C 4.48520 1.11208 1.45539 0.020
C 4.91492 2.43138 1.48702 -0.258
F 6.07831 2.70908 2.06399 0.112
C 4.16172 3.46388 0.94716 0.031
C 2.95365 3.16493 0.34415 -0.104
C -0.26876 3.08589 -1.31717 -0.361
C -1.59771 3.32861 -0.99058 -0.135
C -2.20624 4.50286 -1.39643 0.020
C -1.46481 5.41309 -2.13659 -0.256
F -2.04918 6.53636 -2.53630 0.114
C -0.14064 5.17914 -2.48207 0.031
C 0.45701 4.00407 -2.06790 -0.117
H 4.16402 -0.90086 -3.97160 0.135
H 3.21197 -0.29849 -1.75483 0.102
H -0.07954 1.64076 -3.71595 0.106
H 0.89917 1.03874 -5.91983 0.133
H 2.91299 -0.19780 0.82914 0.089
H 5.10030 0.33952 1.89140 0.131
H 4.52923 4.47706 1.00183 0.135
H 2.35508 3.96062 -0.07443 0.099
H -2.16011 2.59786 -0.41672 0.092
H -3.23384 4.72647 -1.15190 0.131
H 0.39831 5.90966 -3.06519 0.135
H 1.48611 3.79889 -2.32896 0.113
Se 0.14975 -2.07366 -2.45954 1.338
N 0.49780 -1.85468 -0.70171 -0.354
C 1.23817 -2.89900 -0.28416 -0.331
C 1.70194 -3.12344 1.02083 -0.025
C 2.38581 -4.28475 1.28049 -0.017
C 2.65765 -5.22581 0.26532 -0.029
C 2.24589 -5.02501 -1.02393 0.027
C 1.52785 -3.85043 -1.32398 -0.332
N 1.02873 -3.53930 -2.51809 -0.168
H 1.50636 -2.39447 1.80261 0.102
H 2.72350 -4.48526 2.28541 0.125
H 3.19799 -6.12362 0.51828 0.123
H 2.44148 -5.72907 -1.81617 0.134